{"formula": "C35H22F9N5NiO4P", "method": "ωB97M-V with the def2-TZVPD basis set", "charge": 1, "relative_energy_kj_mol": 266.00, "s2": 2.0073, "lumo_ev": [-3.96, -4.38], "gap_ev": [6.109, 5.677], "spin_multiplicity": 3, "homo_ev": [-10.066, -10.061], "symbols": ["Ni", "N", "C", "N", "C", "N", "C", "C", "N", "C", "C", "N", "H", "H", "H", "H", "H", "O", "C", "O", "C", "C", "C", "C", "O", "C", "O", "C", "C", "H", "H", "H", "H", "H", "F", "C", "F", "F", "C", "C", "C", "C", "C", "C", "P", "C", "C", "C", "C", "C", "C", "C", "F", "F", "F", "C", "C", "C", "C", "C", "C", "C", "F", "F", "F", "H", "H", "H", "H", "H", "H", "H", "H", "H", "H", "H", "H"], "positions_angstrom": [[12.65422, 10.71938, 11.24164], [12.85629, 10.65504, 15.37859], [13.45698, 11.14352, 14.26373], [12.67672, 10.85241, 13.19913], [11.63500, 10.13601, 13.75961], [11.70913, 10.04236, 15.05516], [10.73015, 9.45369, 12.92102], [9.84020, 8.53936, 13.53051], [8.87971, 7.97042, 12.85988], [8.94822, 8.01613, 11.53659], [9.97638, 8.70021, 10.90952], [10.87023, 9.49544, 11.60840], [13.16536, 10.76107, 16.35575], [14.45029, 11.56928, 14.29601], [9.89087, 8.45490, 14.57157], [8.26722, 7.39764, 10.96558], [10.09158, 8.71773, 9.83346], [14.59954, 10.36170, 11.06920], [15.41148, 11.38099, 11.11203], [15.09998, 12.60310, 11.06956], [16.88339, 10.92922, 11.07865], [17.30748, 9.77589, 10.41534], [18.64570, 9.53327, 10.14555], [19.60193, 10.39134, 10.60150], [20.94660, 10.31110, 10.57848], [21.40379, 11.38549, 11.49669], [20.23125, 12.19164, 11.84687], [19.15833, 11.45506, 11.41591], [17.84905, 11.85974, 11.47821], [16.62600, 8.96703, 10.16795], [18.95599, 8.72141, 9.42544], [22.08976, 11.99745, 10.94044], [21.91309, 10.92372, 12.34886], [17.62018, 12.87979, 11.74972], [7.93012, 16.47499, 12.33224], [9.01344, 16.03592, 13.06689], [9.60654, 17.11748, 13.60389], [8.54253, 15.22586, 14.08660], [9.82218, 15.26354, 12.08717], [9.30724, 14.95200, 10.82327], [9.90671, 13.98844, 9.99976], [11.16151, 13.52133, 10.33115], [11.75520, 13.99081, 11.47015], [11.11535, 14.81025, 12.39921], [11.87267, 12.06514, 9.61459], [10.56370, 11.21212, 8.65085], [9.16243, 11.21458, 8.92327], [8.28792, 10.48849, 8.19620], [8.68568, 9.72493, 7.10405], [10.05130, 9.76637, 6.78694], [10.98675, 10.57473, 7.50722], [7.72390, 8.99221, 6.23490], [6.76711, 8.33384, 7.01460], [7.10600, 9.85356, 5.38296], [8.38580, 7.97486, 5.50530], [13.23489, 12.60649, 8.66047], [13.26952, 13.94098, 8.22546], [14.34136, 14.49624, 7.48894], [15.38052, 13.68533, 6.99753], [15.29726, 12.27921, 7.43062], [14.25593, 11.76521, 8.09668], [16.43286, 14.10246, 6.08226], [15.96133, 14.06611, 4.72483], [17.59068, 13.40855, 6.24177], [16.80197, 15.40300, 6.16163], [8.35153, 15.35261, 10.55069], [9.41253, 13.72631, 9.09181], [12.73291, 13.61471, 11.79520], [11.66832, 15.25336, 13.22841], [8.80906, 11.83736, 9.71545], [7.26317, 10.53333, 8.60850], [10.47839, 9.34769, 5.94057], [12.00116, 10.74950, 7.10364], [12.46323, 14.63842, 8.45958], [14.27630, 15.56316, 7.35870], [16.10954, 11.57828, 7.19256], [14.19598, 10.70196, 8.41478]], "forces_ev_per_a": [[1.3, -1.3, -0.5], [0.5, 0.7, -1.0], [-0.9, -0.7, -0.1], [0.4, 0.1, 2.3], [2.2, 1.7, 0.5], [-0.3, -0.4, 0.8], [-1.5, -2.4, 0.0], [-0.2, 1.8, -1.1], [-0.2, -1.1, 0.3], [0.9, 0.1, -0.5], [0.9, 1.3, 0.1], [-1.2, -0.6, -0.7], [-0.4, -0.2, -0.8], [-0.2, 0.3, -0.3], [-0.2, -0.3, 1.5], [-0.2, 0.3, 0.0], [0.0, -0.1, 0.0], [-1.2, 0.9, 0.1], [1.0, 0.8, -0.8], [0.1, -2.6, 0.6], [-0.6, 0.9, -0.6], [-0.7, -0.3, 0.6], [0.9, -1.5, -2.0], [-1.0, 0.6, 2.1], [0.3, 1.0, 0.7], [-0.9, -0.2, -0.8], [1.2, -1.1, -0.1], [0.6, 0.5, -1.1], [0.4, -0.2, 0.2], [-0.2, 0.5, -0.2], [-0.5, 0.7, 1.2], [0.2, 0.4, -0.2], [-0.5, 0.1, 0.1], [-0.3, -0.1, 0.4], [0.4, 0.1, 1.6], [-1.7, 0.3, -0.4], [-0.3, -1.0, -0.2], [0.7, 1.2, -1.2], [1.6, -0.8, -0.6], [-0.2, -0.8, 0.5], [0.0, 1.7, 0.5], [-0.9, -0.4, 0.1], [1.2, 0.1, 2.4], [-0.4, 0.9, -1.0], [-0.7, -0.5, 0.4], [-0.4, 0.9, -0.6], [2.5, 0.5, 0.8], [-2.0, -0.4, 0.4], [2.0, 0.2, 0.1], [0.0, 1.8, 1.3], [-0.8, -0.9, -0.7], [-0.5, -2.0, -0.3], [1.2, 1.2, -1.4], [0.5, -1.4, 0.8], [-1.4, 2.1, 1.1], [1.2, 1.2, -3.4], [0.3, 0.0, 0.4], [0.3, -0.9, -0.3], [-2.6, -2.3, 2.7], [2.0, 1.5, -2.1], [-2.2, -0.6, 2.9], [1.6, 2.0, -2.8], [0.9, -1.0, 2.3], [-1.4, 0.0, -0.6], [-0.5, -0.4, 0.8], [-0.2, 0.1, -0.2], [-0.2, -0.1, -0.4], [-0.1, 0.1, -0.5], [-0.3, -0.6, 0.1], [-0.3, -0.1, 0.5], [0.4, -0.3, -0.9], [0.1, -1.2, -1.6], [-0.6, -0.5, 0.3], [0.3, -0.3, 0.2], [0.3, 0.1, -0.5], [-0.3, 0.5, -0.2], [0.6, 0.7, -0.5]], "mulliken_charge": [0.61, 0.06, -0.28, 0.15, 0.31, -0.63, 0.56, -0.60, -0.52, -0.49, -0.47, 0.00, 0.24, 0.56, 0.57, 0.43, 0.70, -1.19, 0.88, -0.64, 0.45, -0.68, -0.81, 0.73, -0.49, -0.17, -0.48, 0.36, -0.55, 0.41, 0.31, 0.25, 0.26, 0.47, -0.28, 0.81, -0.24, -0.25, -0.02, -0.83, -0.37, -0.70, 0.11, -1.26, 2.12, 0.54, -0.24, -0.92, 0.10, -1.02, -0.79, 0.81, -0.25, -0.22, -0.26, 0.30, -0.53, -1.09, -0.07, -0.60, -0.60, 0.91, -0.26, -0.23, -0.26, 0.56, 1.02, 0.53, 0.50, 0.74, 0.39, 0.57, 0.31, 0.40, 0.47, 0.40, 0.45]}



{"formula": "C35H23F5MnN2O4PS", "method": "ωB97M-V with the def2-TZVPD basis set", "charge": -1, "relative_energy_kj_mol": 30.47, "s2": 8.7543, "lumo_ev": [2.49, 2.49], "gap_ev": [7.387, 7.401], "spin_multiplicity": 6, "homo_ev": [-4.896, -4.912], "symbols": ["Mn", "F", "C", "C", "F", "C", "F", "C", "S", "C", "F", "C", "F", "O", "C", "O", "C", "P", "C", "C", "C", "C", "C", "C", "C", "C", "C", "C", "C", "C", "H", "H", "H", "H", "H", "H", "H", "H", "H", "H", "H", "H", "O", "C", "N", "C", "C", "O", "N", "C", "C", "C", "C", "C", "C", "C", "C", "C", "C", "C", "C", "H", "H", "H", "H", "H", "H", "H", "H", "H", "H", "H"], "positions_angstrom": [[-0.22502, 0.62458, 0.79563], [-1.44853, -5.99175, 3.02041], [-1.12531, -4.69288, 3.06554], [-0.82883, -3.99735, 1.90970], [-0.85697, -4.62641, 0.73003], [-0.49731, -2.66051, 1.98144], [-0.22651, -2.05134, 0.81195], [-0.42772, -1.92651, 3.17316], [0.00237, -0.26165, 3.29529], [-0.73731, -2.68055, 4.31723], [-0.70357, -2.09760, 5.51943], [-1.07999, -4.01606, 4.27139], [-1.37080, -4.67428, 5.40141], [1.67637, 3.88129, -1.00446], [1.53739, 2.87508, -0.32737], [0.45774, 2.46662, 0.23626], [2.78542, 1.98930, -0.07136], [2.31671, 0.24383, 0.28010], [3.95801, -0.36260, 0.83790], [5.04349, -0.43716, -0.03385], [6.29170, -0.81359, 0.43383], [6.46947, -1.12073, 1.77753], [5.39556, -1.04366, 2.65013], [4.14278, -0.66818, 2.18315], [2.19239, -0.49024, -1.39153], [2.43670, -1.85030, -1.58373], [2.24693, -2.42352, -2.82952], [1.79927, -1.65117, -3.89295], [1.52852, -0.30591, -3.70229], [1.71996, 0.27369, -2.45711], [3.25663, 2.36842, 0.83891], [3.49776, 2.07281, -0.89070], [4.90281, -0.19710, -1.08064], [7.12658, -0.86688, -0.25422], [7.44547, -1.42126, 2.13795], [5.53110, -1.28386, 3.69742], [3.29648, -0.61287, 2.86012], [2.77771, -2.45554, -0.75169], [2.43222, -3.48157, -2.96921], [1.64655, -2.10301, -4.86498], [1.15004, 0.29305, -4.52033], [1.48665, 1.32181, -2.31084], [-2.45629, 0.76955, 1.36038], [-2.73540, 0.37758, 0.22002], [-3.99301, 0.22595, -0.28020], [-3.94112, -0.07115, -1.70092], [-2.38294, -0.21767, -1.87579], [-1.84369, -0.51745, -2.92406], [-1.78603, 0.03695, -0.69074], [-4.70707, -1.34853, -2.05197], [-5.84216, -1.69424, -1.32535], [-6.58052, -2.81955, -1.65849], [-6.19354, -3.61607, -2.72497], [-5.06619, -3.27519, -3.45582], [-4.32896, -2.14634, -3.12781], [-4.51127, 1.07063, -2.55137], [-3.94914, 1.41968, -3.77474], [-4.49611, 2.44638, -4.53100], [-5.61416, 3.13235, -4.08433], [-6.19295, 2.77577, -2.87590], [-5.64745, 1.75071, -2.11981], [-4.77405, 0.65423, 0.18030], [-6.15377, -1.09126, -0.48154], [-7.45760, -3.07676, -1.07734], [-6.76691, -4.49809, -2.98242], [-4.74950, -3.89443, -4.28610], [-3.44944, -1.88240, -3.69736], [-3.07560, 0.88782, -4.12475], [-4.03535, 2.71825, -5.47259], [-6.03485, 3.93790, -4.67311], [-7.06882, 3.30043, -2.51459], [-6.13409, 1.47746, -1.19110]], "forces_ev_per_a": [[-0.3, -0.1, 0.8], [0.0, -0.1, 0.0], [0.0, 0.2, 0.0], [0.0, -0.1, 0.1], [0.0, 0.0, -0.1], [0.0, 0.3, 0.2], [0.1, 0.1, -0.2], [-0.2, -0.7, 0.0], [0.2, 0.5, -0.4], [0.1, 0.1, -0.3], [0.0, 0.0, 0.1], [0.0, -0.1, 0.0], [0.0, -0.1, 0.1], [-0.1, -0.1, 0.1], [0.5, -0.1, -0.1], [-0.3, -0.1, 0.0], [-0.5, 0.0, 0.0], [0.7, 0.1, -0.5], [-0.2, -0.1, 0.2], [0.0, 0.0, 0.0], [0.0, 0.0, -0.1], [0.0, 0.0, 0.0], [0.1, 0.0, 0.1], [-0.1, 0.0, 0.0], [0.0, 0.1, 0.0], [0.0, 0.1, 0.0], [0.0, -0.1, 0.0], [0.0, 0.0, 0.0], [0.0, 0.0, 0.0], [0.0, 0.0, 0.1], [0.0, 0.0, 0.0], [0.0, 0.0, 0.0], [0.0, 0.0, 0.0], [0.0, 0.0, 0.0], [0.0, 0.0, 0.0], [0.0, 0.0, 0.0], [0.0, 0.0, 0.0], [0.0, 0.0, 0.0], [0.0, 0.0, 0.0], [0.0, 0.0, 0.0], [0.0, 0.0, 0.0], [0.0, 0.0, -0.1], [0.1, 0.1, -0.2], [-0.4, 0.0, 0.0], [-0.1, -0.1, -0.1], [0.0, 0.0, 0.0], [0.0, -0.1, -0.1], [-0.1, 0.0, 0.0], [0.4, 0.2, 0.2], [0.1, 0.0, 0.0], [0.0, 0.0, 0.0], [0.0, 0.0, 0.0], [0.0, 0.0, 0.0], [0.0, 0.0, 0.0], [0.0, 0.0, 0.0], [0.1, 0.0, 0.0], [0.0, 0.0, 0.0], [0.0, 0.0, 0.0], [0.0, 0.0, 0.0], [0.0, 0.0, 0.0], [0.0, 0.0, 0.0], [0.0, 0.1, 0.1], [0.0, 0.0, 0.0], [0.0, 0.0, 0.0], [0.0, 0.0, 0.0], [0.0, 0.0, 0.0], [0.0, 0.0, 0.0], [0.0, 0.0, 0.0], [0.0, 0.0, 0.0], [0.0, 0.0, 0.0], [0.0, 0.0, 0.0], [0.0, 0.0, 0.0]], "mulliken_charge": [0.64, -0.32, 0.72, -0.35, -0.31, -0.30, -0.10, 0.67, -0.44, 0.20, -0.34, 0.11, -0.31, -0.71, 0.35, -0.92, -0.90, 1.45, 0.15, -0.28, -0.66, -0.45, -0.48, -0.41, 0.42, -0.43, -0.64, -0.53, -0.53, -0.43, 0.52, 0.38, 0.36, 0.38, 0.37, 0.41, 0.36, 0.45, 0.38, 0.37, 0.40, 0.22, -0.66, 0.17, 0.07, 2.72, -0.10, -0.63, -0.17, -0.82, -0.13, -0.82, -0.35, -0.93, -0.13, -0.15, -0.17, -0.87, -0.35, -0.87, -0.29, 0.27, 0.28, 0.37, 0.38, 0.39, 0.52, 0.50, 0.39, 0.38, 0.37, 0.18]}



{"formula": "C35H24Br2MoN9O7S", "method": "ωB97M-V with the def2-TZVPD basis set", "charge": -1, "s2": 2.0164, "lumo_ev": [0.29, 0.15], "gap_ev": [5.479, 5.336], "spin_multiplicity": 3, "homo_ev": [-5.185, -5.185], "symbols": ["Mo", "C", "C", "C", "C", "N", "C", "N", "C", "N", "C", "N", "C", "C", "C", "C", "C", "N", "C", "C", "C", "C", "C", "C", "H", "H", "H", "H", "H", "H", "H", "H", "H", "H", "H", "H", "O", "S", "O", "O", "C", "N", "C", "C", "C", "N", "C", "C", "C", "N", "C", "C", "H", "H", "H", "H", "H", "H", "Br", "C", "C", "N", "C", "C", "C", "C", "O", "O", "H", "H", "H", "C", "O", "C", "O", "H", "H", "H", "Br"], "positions_angstrom": [[0.46745, 1.30118, -1.28552], [3.43062, -0.18431, -4.15519], [4.07363, -1.19046, -3.43247], [4.00578, -1.16403, -2.06226], [3.22692, -0.17946, -1.42394], [2.55237, 0.75608, -2.14321], [2.70074, 0.76338, -3.46986], [3.29026, -0.13723, -0.07523], [2.57941, 0.62394, 0.69164], [1.54213, 1.46781, 0.28520], [1.42974, 2.45831, 1.24556], [0.84623, 3.60920, 1.08707], [0.38985, 4.08337, -0.08082], [-0.07668, 5.41420, -0.06453], [-0.40227, 6.05273, -1.23235], [-0.24851, 5.34802, -2.43145], [0.18895, 4.04794, -2.39157], [0.46182, 3.37808, -1.25674], [2.21233, 2.09889, 2.40967], [2.35472, 2.66560, 3.66917], [3.20758, 2.04507, 4.56490], [3.90116, 0.88232, 4.22497], [3.78167, 0.32252, 2.96632], [2.93515, 0.94132, 2.06327], [3.49076, -0.14800, -5.23026], [4.63303, -1.96031, -3.94396], [4.50986, -1.88933, -1.44432], [2.20844, 1.57095, -4.00599], [-0.15989, 5.89895, 0.89564], [-0.75870, 7.07103, -1.23306], [-0.49280, 5.79784, -3.38000], [0.30374, 3.49359, -3.31789], [1.80247, 3.55535, 3.93263], [3.34140, 2.46786, 5.55115], [4.53419, 0.40876, 4.96219], [4.31712, -0.56909, 2.68357], [-5.67705, -4.84942, 5.49564], [-4.51261, -3.98877, 5.49292], [-4.79058, -2.57349, 5.34984], [-3.47780, -4.32877, 6.46005], [-3.57343, -4.42858, 3.95807], [-3.76337, -5.61774, 3.43188], [-2.97728, -5.94297, 2.41590], [-1.99653, -5.08827, 1.93248], [-1.85939, -3.86221, 2.58974], [-2.66814, -3.55316, 3.60396], [-0.83794, -2.86284, 2.24732], [-1.09970, -1.51035, 2.46345], [-0.10283, -0.59134, 2.19540], [1.08015, -0.94328, 1.71716], [1.33471, -2.22027, 1.50237], [0.41806, -3.22359, 1.76324], [-3.14012, -6.92495, 1.98592], [-1.38818, -5.35516, 1.08345], [-2.05960, -1.20794, 2.84748], [-0.23867, 0.46629, 2.38046], [2.31426, -2.43504, 1.09672], [0.68019, -4.25831, 1.60910], [-1.34343, -3.10292, -7.20317], [-1.79883, -1.96913, -5.75302], [-2.83585, -2.30586, -4.89513], [-3.17067, -1.54287, -3.87116], [-2.48704, -0.44072, -3.62804], [-1.42288, -0.02843, -4.43599], [-1.07565, -0.81533, -5.53151], [-0.57363, 1.15894, -4.14070], [-0.07265, 1.86107, -5.01525], [-0.32900, 1.33023, -2.88379], [-3.41453, -3.20877, -5.03679], [-2.81188, 0.14833, -2.77571], [-0.25295, -0.51579, -6.16564], [-2.66630, 2.32311, 1.52746], [-1.43880, 1.88283, 0.94245], [-1.41223, 1.63133, -0.39182], [-2.42375, 1.75803, -1.06051], [-2.40014, 2.93951, 2.38409], [-3.25657, 1.46261, 1.84825], [-3.23252, 2.90170, 0.79433], [0.17445, -1.26980, -1.50325]], "forces_ev_per_a": [[1.0, -2.7, 1.9], [0.0, 0.0, 0.0], [-0.2, 0.3, 0.0], [-0.3, 0.2, 0.0], [0.1, 0.3, -1.2], [0.2, -0.5, 0.3], [0.2, 0.0, -0.5], [-0.2, 0.3, 1.8], [0.8, -1.1, -1.4], [1.5, 0.7, 2.3], [-0.7, 1.3, -0.8], [0.7, -0.9, 1.5], [-0.1, 0.2, -1.1], [0.0, -0.1, -0.1], [0.0, -0.5, -0.2], [0.1, 0.1, 0.2], [-0.1, 0.2, -0.7], [-0.1, 1.8, 0.7], [0.8, -1.1, 0.5], [-0.1, 0.1, -0.3], [0.0, 0.0, 0.1], [0.0, 0.1, 0.0], [0.0, 0.1, -0.3], [-0.4, 0.9, 1.0], [0.0, 0.1, -0.1], [0.0, 0.0, 0.0], [0.0, 0.0, 0.1], [-0.1, -0.2, 0.0], [0.1, 0.0, 0.1], [-0.1, 0.1, 0.0], [0.1, 0.0, -0.1], [-0.1, 0.1, 0.1], [0.0, 0.1, 0.0], [0.0, 0.0, 0.0], [0.0, 0.0, 0.0], [0.1, -0.1, 0.0], [0.0, 0.1, 0.1], [0.4, -0.3, -0.7], [0.0, 0.1, 0.1], [-0.2, 0.1, 0.2], [-0.9, 0.2, 1.4], [-0.2, -0.8, -0.5], [0.1, 0.2, 0.0], [0.1, 0.2, 0.1], [-0.7, -0.8, 0.2], [0.9, 0.8, -0.7], [0.4, 0.3, -0.1], [0.1, -0.1, -0.1], [-0.1, -0.2, 0.2], [0.0, 0.0, 0.2], [-0.1, -0.2, 0.0], [-0.2, 0.2, 0.1], [0.1, 0.0, -0.1], [0.1, 0.0, -0.1], [-0.1, 0.0, 0.1], [-0.1, 0.0, 0.0], [0.1, -0.1, -0.1], [0.0, -0.1, 0.0], [-0.1, 0.0, 0.0], [0.1, -0.1, 0.0], [0.2, 0.0, -0.3], [-0.5, -0.2, 0.2], [0.3, 0.5, 0.0], [-0.2, -0.3, -0.2], [-0.1, 0.3, 0.2], [0.3, 0.1, -1.6], [-0.3, -0.5, 0.7], [-1.8, 0.8, -3.9], [0.0, -0.1, -0.1], [0.2, 0.0, 0.0], [0.0, 0.0, 0.0], [-0.2, 0.0, -0.2], [0.3, -0.1, 0.0], [-1.5, 0.3, 0.1], [0.3, -0.1, 0.3], [0.0, -0.1, 0.0], [0.0, 0.1, 0.0], [0.0, -0.1, 0.2], [-0.1, 0.2, 0.3]], "mulliken_charge": [0.10, -0.89, -0.45, -0.48, 0.19, 0.10, -0.41, -0.40, 0.29, 0.89, -0.38, -0.42, 0.09, -0.78, -0.29, -1.12, -0.28, 0.40, 0.28, -0.33, -0.69, -0.75, -0.69, 0.72, 0.46, 0.42, 0.47, 0.63, 0.51, 0.44, 0.46, 0.54, 0.54, 0.41, 0.42, 0.55, -0.68, 1.17, -0.67, -0.69, 0.14, -0.49, -0.33, -0.75, 0.14, -0.33, 1.24, -0.88, -0.58, 0.30, -0.46, -1.02, 0.42, 0.44, 0.66, 0.56, 0.39, 0.44, -0.21, 0.02, -0.18, -0.56, -0.29, 0.53, -0.74, 0.41, -0.70, -0.16, 0.41, 0.54, 0.52, -0.99, 0.17, 0.85, -0.68, 0.27, 0.28, 0.33, -0.42]}